A molecular structure, C32H31Cl4FNO2Ru, computed with ωB97M-V/def2-TZVPD.

Geometry as XYZ:
```
72
Properties=species:S:1:pos:R:3:forces:R:3
Ru -0.481 0.500 -0.712 -0.480 -0.728 -0.191
C -2.796 3.854 1.203 0.024 -0.129 -0.068
C -1.681 3.049 1.805 -0.010 0.165 0.112
C -1.957 1.879 2.503 0.023 0.050 0.087
C -0.935 1.142 3.076 0.045 0.005 0.082
C 0.384 1.541 2.927 0.004 -0.016 0.062
C 0.671 2.694 2.217 0.055 0.103 0.122
C -0.357 3.451 1.679 -0.054 -0.021 0.075
H -3.148 3.361 0.297 -0.066 0.021 -0.084
H -2.459 4.858 0.945 -0.020 0.028 -0.033
H -3.638 3.931 1.892 -0.032 0.026 -0.001
H -2.984 1.552 2.604 -0.069 -0.073 -0.044
H -1.162 0.242 3.627 -0.012 -0.082 -0.027
H 1.177 0.939 3.347 0.071 -0.053 -0.038
H 1.696 3.010 2.079 0.070 -0.015 -0.033
H -0.124 4.365 1.149 -0.019 0.036 -0.079
Cl -4.257 -3.893 -4.888 -0.016 -0.132 -0.189
C -3.815 -2.733 -3.680 -0.375 0.012 0.221
C -4.719 -2.389 -2.695 0.061 -0.131 -0.236
Cl -6.300 -3.101 -2.664 -0.190 -0.116 -0.035
C -4.358 -1.456 -1.722 0.170 0.124 0.109
Cl -5.487 -1.040 -0.469 -0.059 0.106 0.154
C -3.098 -0.845 -1.678 -0.208 -0.441 -0.561
O -2.779 -0.003 -0.769 1.003 0.427 0.448
C -2.138 -1.215 -2.717 -0.630 -0.288 0.034
O -0.957 -0.711 -2.704 0.750 0.769 0.813
C -2.550 -2.141 -3.683 0.137 0.158 0.128
Cl -1.415 -2.584 -4.920 0.212 0.033 -0.067
F 4.789 2.905 -2.536 -0.182 -0.001 0.045
C 3.432 2.831 -2.305 -0.024 -0.063 -0.146
C 2.711 1.773 -2.836 0.526 0.287 0.083
C 1.352 1.704 -2.621 -0.388 0.233 0.171
C 0.669 2.692 -1.848 0.852 0.375 -0.691
C -0.731 2.627 -1.639 -0.627 -0.782 0.590
C 1.462 3.765 -1.350 -0.362 -0.403 -0.050
C 2.815 3.838 -1.582 0.454 -0.188 -0.093
H 3.219 1.022 -3.425 0.027 -0.047 0.003
H 0.780 0.898 -3.077 -0.007 0.054 0.016
H -1.330 2.161 -2.421 0.042 0.064 -0.087
H -1.200 3.496 -1.189 -0.008 -0.064 0.095
H 0.970 4.555 -0.799 -0.022 0.068 0.002
H 3.400 4.677 -1.228 0.055 -0.002 0.059
C -2.007 -1.912 1.854 0.110 -0.013 -0.035
C -1.041 -2.997 1.379 -0.129 0.098 -0.057
C -1.161 -3.212 -0.132 -0.011 0.068 0.104
C 0.403 -2.740 1.753 -0.074 0.220 -0.251
C 1.037 -3.662 2.556 0.244 -0.065 0.235
C 2.402 -3.612 2.814 0.087 -0.164 0.082
C 3.157 -2.642 2.169 0.032 -0.252 0.220
C 2.587 -1.676 1.373 -0.222 0.289 -0.139
C 3.503 -0.753 0.599 -0.066 0.071 -0.060
C 3.427 -1.103 -0.890 0.007 0.020 0.111
C 3.220 0.733 0.813 -0.077 -0.061 -0.084
C 1.147 -1.625 1.191 0.761 -1.204 0.988
N 0.575 -0.641 0.564 -1.387 1.513 -1.638
H -3.031 -2.161 1.571 -0.089 0.024 -0.055
H -1.754 -0.952 1.399 -0.146 -0.150 0.118
H -1.961 -1.822 2.942 -0.013 0.048 0.069
H -1.340 -3.936 1.870 0.133 0.095 -0.014
H -0.888 -2.295 -0.656 -0.037 -0.145 -0.081
H -2.181 -3.482 -0.405 -0.062 0.033 -0.064
H -0.486 -4.003 -0.460 0.021 -0.055 -0.039
H 0.456 -4.476 2.983 -0.069 0.044 -0.037
H 2.873 -4.343 3.459 0.005 -0.033 -0.010
H 4.238 -2.656 2.286 0.010 0.080 -0.010
H 4.527 -0.952 0.946 -0.084 -0.048 -0.028
H 2.433 -0.857 -1.266 0.025 -0.042 -0.091
H 3.598 -2.170 -1.033 0.012 -0.062 -0.063
H 4.169 -0.544 -1.460 0.041 0.092 -0.093
H 2.203 0.958 0.485 0.175 0.109 0.097
H 3.913 1.347 0.236 0.091 0.044 -0.019
H 3.312 0.987 1.869 -0.008 0.078 0.088
```
Forces are in eV/Å.

Properties
Net charge ... -2
Frontier orbital gap (spin up / spin down) ... 5.5 / 5.7 eV
HOMO (spin up / spin down) ... -0.986 / -1.157 eV
Molar mass ... 723.5 g mol⁻¹
Calculated total energy ... -94660.5294 eV
Multiplicity ... 6
Energy relative to the best compared isomer or geometry (same formula, charge and spin) ... 10.9 kcal/mol